Entry 1:
85
Properties=species:S:1:pos:R:3:forces:R:3 method="wB97M-V/def2-TZVPD" e_tot_ha=-3369.87492 e_lumo_ha=-0.0919 e_homo_ev=-12.6 total_charge=+1
C -5.6853 -0.9777 1.7414 0.0 -0.2 -0.5
C -5.0005 -0.1345 0.6753 -0.3 0.5 0.8
C -3.6903 0.5003 1.1095 0.2 -0.7 -0.8
C -2.7366 -0.4477 1.8069 0.2 0.9 0.3
C -1.3116 0.0940 1.8505 -0.7 -0.5 0.7
C -0.5230 -0.5925 2.9782 0.1 1.1 -0.8
C -0.1905 0.3808 4.1100 0.1 -0.7 0.0
C -0.2039 -0.2416 5.4994 -0.2 0.2 -0.5
C -1.5504 -0.1723 6.2062 0.5 0.3 0.1
P -2.3546 1.4481 6.1612 -0.4 0.4 -0.4
C -3.7488 1.4750 7.3399 0.2 -0.3 -0.7
C -5.0928 1.4243 6.6267 0.0 0.5 0.2
C -5.4183 2.7011 5.8865 -0.2 -0.3 0.1
P -0.9840 3.1021 6.5349 1.4 0.2 0.9
C -1.9971 4.4312 7.3187 -0.4 -0.8 -1.0
C -0.5311 3.8307 4.9092 -1.1 -0.5 -0.1
H -6.3318 -1.6820 1.2463 -0.4 -0.3 -0.1
H -6.3045 -0.3850 2.3970 -0.1 0.3 0.3
H -5.0009 -1.5653 2.3316 0.3 -0.2 0.2
H -5.6782 0.6715 0.4385 -0.3 0.3 -0.3
H -4.8871 -0.6884 -0.2387 0.3 -0.4 -0.4
H -3.8659 1.3792 1.7146 0.0 0.3 0.4
H -3.1903 0.8361 0.2124 0.2 0.4 -0.4
H -2.7400 -1.4335 1.3697 -0.1 -0.5 -0.2
H -3.0631 -0.5426 2.8380 -0.2 -0.3 0.4
H -0.8298 -0.0388 0.9098 0.2 0.0 -0.7
H -1.3804 1.1644 2.0131 0.2 0.4 0.0
H -1.0834 -1.4559 3.3000 0.0 -0.4 0.3
H 0.4111 -0.8962 2.5402 0.5 -0.6 0.1
H 0.8081 0.7438 3.9387 0.4 0.4 -0.2
H -0.8365 1.2438 4.0085 -0.3 0.3 0.2
H 0.0272 -1.2878 5.3925 0.2 -0.5 0.0
H 0.5970 0.1697 6.0882 0.1 0.4 0.5
H -2.2275 -0.9112 5.8009 -0.5 -0.1 -0.2
H -1.3939 -0.4269 7.2424 -0.2 0.0 0.6
H -2.8817 1.6035 4.8666 -0.2 -0.2 0.1
H -3.6357 0.6224 7.9874 0.2 -0.4 0.3
H -3.6860 2.3661 7.9353 0.1 0.5 0.3
H -5.8373 1.2942 7.3939 -0.4 -0.2 0.3
H -5.1690 0.5712 5.9749 0.1 -0.5 -0.3
H -4.7244 2.9184 5.0921 0.3 0.1 -0.4
H -5.4619 3.5427 6.5561 0.1 0.4 0.4
H -6.4041 2.6088 5.4679 -0.4 0.0 -0.4
H -1.4013 5.3223 7.2556 0.5 0.4 0.2
H -2.9009 4.6349 6.7688 -0.5 0.1 -0.2
H -2.2347 4.1794 8.3331 0.0 0.0 0.5
H 0.1321 3.1838 4.3666 0.5 -0.2 -0.1
H -1.3968 3.9977 4.2853 -0.4 0.1 -0.3
H -0.0890 4.7938 5.0743 0.5 0.4 0.3
C 2.5215 -0.4617 -1.5831 0.5 -0.1 0.7
C 1.1167 0.1505 -1.5059 0.4 0.3 -0.5
C -0.0635 -0.8088 -1.6582 -0.4 -0.1 0.0
F -0.0316 -1.4591 -2.8355 -0.3 0.0 0.5
F -1.2195 -0.0935 -1.6055 0.1 0.0 0.0
F 1.0200 1.1612 -2.3871 -0.1 0.1 0.2
F 1.0066 0.7059 -0.2541 0.0 -0.2 0.0
O 3.1718 -0.4237 -2.8269 -0.4 0.2 -0.3
C 2.8891 -1.3867 -3.7612 0.2 -0.2 0.4
C 2.1430 -0.8048 -4.9677 -0.4 0.1 -0.3
F 1.0341 -0.1433 -4.5572 0.3 0.0 -0.3
F 1.7521 -1.8127 -5.7751 0.1 -0.1 0.1
F 2.2168 -2.4129 -3.2017 0.1 -0.1 -0.3
F 4.0717 -1.8791 -4.1822 0.0 -0.1 -0.1
H 3.1413 0.1618 -0.9417 -0.1 0.1 0.0
H 2.5505 -1.4602 -1.1449 -0.2 0.0 -0.1
H -0.0731 -1.5403 -0.8428 0.0 0.0 0.0
H 2.7671 -0.1189 -5.5235 0.1 0.1 0.1
C 7.1671 -1.8533 -8.8944 0.8 0.1 0.2
C 6.1641 -0.9474 -8.1704 -0.1 0.1 -0.6
C 5.2691 -1.6043 -7.1231 -0.3 -0.1 0.4
F 4.5205 -2.5955 -7.6452 0.1 0.3 0.4
F 4.4172 -0.6642 -6.6207 0.4 0.0 -0.3
F 5.4149 -0.2890 -9.0798 0.0 0.1 0.2
F 6.8988 -0.0099 -7.5057 0.0 -0.1 0.2
O 6.7767 -2.3761 -10.1407 -0.5 0.1 0.0
C 5.9940 -3.4973 -10.1801 0.5 -0.1 0.2
C 4.5932 -3.1928 -10.7113 -0.4 0.0 -0.2
F 4.0184 -2.1977 -10.0035 0.0 -0.2 -0.4
F 3.8252 -4.2978 -10.5875 0.0 0.0 0.0
F 5.9545 -4.1009 -8.9756 0.0 -0.3 -0.2
F 6.5749 -4.3568 -11.0400 -0.1 -0.1 -0.1
H 8.0145 -1.2128 -9.1289 0.0 0.1 0.0
H 7.5558 -2.6315 -8.2369 -0.2 0.0 0.1
H 5.8622 -2.0032 -6.2963 0.0 0.0 0.0
H 4.6435 -2.8986 -11.7617 0.1 0.0 0.0

=====

Entry 2:
71
Properties=species:S:1:pos:R:3:forces:R:3 method="wB97M-V/def2-TZVPD" e_tot_ha=-2093.44656 e_lumo_ha=-0.2478 e_homo_ev=-10.3 total_charge=+1
Tl -3.2732 -0.2745 1.8258 -0.2 0.1 0.1
C 0.4012 4.0325 1.5403 -0.3 0.1 0.1
C -0.1638 3.7763 0.2620 3.1 0.7 1.1
C -1.8699 3.7620 1.8051 -2.7 -1.1 -5.1
C -0.6582 4.0206 2.4932 3.7 0.5 0.2
C -1.5644 3.5945 0.4273 -4.4 0.1 3.9
C 1.8152 4.3674 1.8256 0.7 0.3 0.1
H 2.5079 3.8097 1.1818 -0.2 0.2 0.3
H 2.0476 4.1296 2.8710 0.2 0.0 -0.3
H 2.0315 5.4375 1.6658 -0.1 -0.3 0.1
C -0.5492 4.2722 3.9476 0.7 0.1 -0.3
H 0.4892 4.4861 4.2331 -0.4 -0.1 -0.1
H -0.8911 3.3956 4.5231 -0.2 0.2 -0.2
H -1.1687 5.1327 4.2512 0.0 -0.3 -0.2
C -3.2219 3.7905 2.4199 -0.5 0.0 0.2
H -3.4193 4.7630 2.9068 0.1 -0.3 -0.1
H -3.3401 3.0188 3.1998 0.1 0.2 -0.1
H -4.0240 3.6439 1.6823 0.4 0.0 0.2
C -2.5502 3.4580 -0.6635 -0.3 -0.2 -0.5
H -2.9365 4.4475 -0.9654 0.1 -0.3 0.1
H -3.4083 2.8447 -0.3560 0.2 0.2 -0.1
H -2.0967 3.0025 -1.5514 -0.2 0.0 0.1
C 0.5350 3.7852 -1.0383 0.5 0.2 0.5
H 0.1408 4.5807 -1.6889 -0.2 -0.2 0.1
H 0.4076 2.8311 -1.5705 -0.2 0.1 0.2
H 1.6077 3.9698 -0.9112 -0.3 0.0 0.0
C 1.7216 -0.1448 1.5567 0.6 0.6 0.2
C 2.1791 0.9220 0.8824 -0.3 -0.1 0.5
C 2.6582 0.9706 -0.5381 -0.2 0.1 -0.6
C 2.0145 0.0140 -1.5719 0.7 0.3 -0.1
C 0.5271 0.1004 -1.6309 -0.4 0.0 -0.5
C -0.3589 -0.4508 -0.8082 -1.1 0.1 0.3
C -0.1634 -1.3327 0.3929 0.5 -0.4 0.5
C 1.2723 -1.4410 0.9676 0.1 -0.4 0.3
H 3.7313 0.7272 -0.5514 -0.1 0.3 0.1
H 2.3768 -1.0069 -1.3985 -0.3 0.3 -0.2
H 2.5584 2.0069 -0.9060 0.2 -0.4 0.1
H 1.9488 -1.8461 0.1915 -0.5 0.5 0.8
H 1.7533 -0.1195 2.6558 -0.6 0.4 -0.4
H 2.2618 1.8796 1.4181 0.4 -0.8 0.0
H 1.2606 -2.1950 1.7798 -0.1 0.2 -0.4
H -0.8237 -0.9983 1.2293 0.4 -0.1 -0.5
H -1.4352 -0.2751 -1.0079 0.7 -0.1 -0.1
H -0.5005 -2.3613 0.1484 0.0 0.5 0.0
H 2.3990 0.3227 -2.5577 0.0 -0.2 0.3
H 0.1313 0.6435 -2.5104 0.1 -0.2 0.6
P 1.5916 -3.5608 -1.3095 0.2 -1.0 -0.6
C 2.5944 -4.7780 -0.3480 0.0 0.1 0.0
C 2.6178 -3.6235 -2.8460 0.0 0.1 -0.1
P -1.2397 -3.6558 -2.4629 0.5 -1.1 -0.6
C 0.1762 -4.6556 -1.7687 0.1 0.1 -0.1
C -0.6649 -3.6964 -4.2316 -0.1 0.5 0.0
C -2.3870 -5.0870 -2.6548 -0.3 0.2 0.1
H 1.9917 -5.1798 0.4768 0.2 0.1 -0.1
H 3.4794 -4.2723 0.0644 -0.2 -0.2 -0.1
H 2.9150 -5.5928 -1.0151 -0.1 0.1 0.4
H 2.9058 -4.6611 -3.0651 -0.1 0.3 -0.1
H 3.5281 -3.0307 -2.6746 -0.2 -0.2 -0.1
H 2.0853 -3.1943 -3.7056 0.2 -0.1 0.3
H -1.9106 -5.9082 -3.2082 -0.2 0.2 0.2
H -3.2715 -4.7322 -3.1998 0.1 -0.3 0.1
H -2.6881 -5.4312 -1.6599 -0.1 0.0 -0.2
H -0.1757 -5.1756 -0.8597 0.1 0.2 -0.3
H 0.5138 -5.4085 -2.5064 -0.3 0.1 0.3
H -1.5156 -3.3963 -4.8599 0.3 -0.1 0.0
H -0.3411 -4.7045 -4.5296 -0.1 0.3 0.1
H 0.1517 -2.9803 -4.3964 -0.3 -0.2 0.0
F -3.0550 1.0487 4.9140 0.1 0.0 -0.1
C -3.1591 -0.1506 4.2526 -0.3 -0.7 0.4
F -2.1734 -0.9463 4.7894 -0.1 0.4 -0.2
F -4.3300 -0.7201 4.7467 0.4 0.4 -0.3

=====

Entry 3:
93
Properties=species:S:1:pos:R:3:forces:R:3 method="wB97M-V/def2-TZVPD" e_tot_ha=-4235.13346 e_above_lowest_ev=0.000 e_lumo_ha=0.0003 e_homo_ev=-9.1 total_charge=0
O -17.3739 -23.2338 -35.9869 0.2 0.2 0.1
C -18.1295 -22.5395 -35.3229 -0.4 -0.6 0.0
N -17.7022 -21.6376 -34.4137 0.1 0.1 0.0
C -19.6306 -22.6502 -35.5395 0.5 0.6 -0.7
H -16.7072 -21.6391 -34.2576 0.0 0.0 0.2
H -18.3181 -21.2714 -33.6942 0.1 -0.2 -0.1
H -19.6912 -23.0780 -36.5391 -0.4 -0.2 0.1
H -20.0653 -21.6530 -35.5801 -0.2 0.0 0.2
H -20.1646 -23.2584 -34.8153 0.1 0.0 0.1
O -22.1714 -21.0006 -34.0880 -0.3 0.2 0.3
C -22.7015 -20.1286 -33.3982 0.5 0.2 0.2
N -24.0364 -20.0506 -33.2742 0.1 -0.4 -0.3
C -21.9203 -19.1008 -32.6142 0.9 -0.1 -0.1
H -24.5447 -20.7289 -33.8189 -0.4 0.3 0.2
H -24.4684 -19.3296 -32.7293 -0.2 0.0 0.0
H -20.8538 -19.2431 -32.7918 -0.1 0.0 -0.2
H -22.0284 -19.2091 -31.5335 -0.4 0.0 0.0
H -22.1708 -18.0844 -32.9159 -0.2 0.0 0.1
O -19.0927 -21.4852 -31.8144 -0.6 0.0 -0.4
C -19.8513 -22.3793 -31.4303 1.1 0.4 1.8
N -21.0098 -22.6618 -32.0146 -0.2 0.7 -1.1
C -19.4688 -23.0808 -30.1219 -0.2 -0.2 -1.2
H -21.2847 -22.0069 -32.7518 0.0 -0.5 -0.1
H -21.5774 -23.4564 -31.8107 0.1 0.1 0.6
H -18.4979 -22.6514 -29.9162 0.0 -0.2 0.5
H -19.3983 -24.1552 -30.3094 0.1 0.0 0.2
H -20.2064 -22.9272 -29.3380 0.0 0.1 0.0
N -18.1131 -23.6102 -26.3815 -0.5 -0.1 -0.3
C -17.0586 -23.0048 -26.9175 0.9 0.5 1.4
C -15.7643 -23.0985 -26.3585 -0.7 -0.5 -1.1
C -15.5662 -23.9640 -25.3047 -0.1 0.3 0.1
C -16.6737 -24.6190 -24.7695 0.7 0.7 0.7
C -17.9174 -24.3820 -25.3078 0.3 -0.3 -0.2
H -17.1923 -22.2350 -27.6669 -0.4 -0.4 -0.4
H -14.9718 -22.5663 -26.8668 0.1 0.1 0.3
H -14.5902 -24.0495 -24.8449 0.0 -0.1 0.0
H -16.5624 -25.1024 -23.8068 -0.1 -0.5 -0.2
H -18.7568 -24.8631 -24.8179 -0.3 0.2 -0.3
N -21.7427 -18.4889 -26.7187 -0.8 -0.5 -0.4
C -22.7750 -18.8081 -25.9072 1.1 0.2 -0.7
C -23.3989 -20.0434 -25.9415 -1.4 0.3 -0.1
C -23.1103 -20.9506 -26.9489 1.3 -0.5 0.5
C -22.0952 -20.6132 -27.8165 0.7 0.1 0.0
C -21.4521 -19.3912 -27.6599 -0.3 0.5 -0.2
H -23.0765 -17.9785 -25.2824 -0.1 -0.3 0.5
H -24.2438 -20.2278 -25.2879 0.2 0.0 0.2
H -23.4441 -21.9811 -26.9493 -0.6 0.2 0.0
H -21.6629 -21.3029 -28.5309 -0.4 0.0 -0.2
H -20.7461 -19.0927 -28.4281 0.4 0.0 0.3
C -16.3859 -18.2590 -32.2620 -0.7 -1.7 0.6
C -17.6282 -18.4378 -31.3946 0.8 0.2 1.2
O -18.6723 -17.8159 -32.1605 -0.2 0.0 -0.5
S -18.0608 -16.7272 -33.1779 0.8 1.0 0.9
O -18.4536 -15.3898 -32.8186 0.3 -1.6 -0.3
O -18.2173 -17.1935 -34.5104 -0.1 0.0 0.2
O -16.5065 -16.9304 -32.6931 -0.7 0.9 -0.8
H -16.4376 -18.9724 -33.0929 0.0 0.2 -0.2
H -15.4721 -18.4885 -31.7187 0.1 0.7 0.0
H -17.5661 -17.9000 -30.4423 0.3 0.4 -0.2
H -17.8003 -19.4558 -31.0437 -0.6 -0.2 -1.1
C -20.9480 -25.9510 -26.7365 -0.6 1.2 -1.1
C -19.8899 -26.6749 -27.5447 0.8 -0.4 1.1
O -20.5498 -27.9186 -27.8714 -0.2 -0.1 0.5
S -21.7807 -28.2597 -26.8445 0.4 0.7 -0.9
O -21.4572 -29.4188 -26.1017 -0.1 0.0 0.2
O -23.0050 -28.1796 -27.5820 0.8 0.1 0.5
O -21.5609 -26.9523 -25.9265 -0.2 -1.1 -0.4
H -21.6571 -25.5565 -27.4734 -0.3 0.2 0.5
H -20.6373 -25.1775 -26.0415 0.3 0.0 -0.3
H -19.0041 -26.7619 -26.8980 -0.2 -0.9 0.0
H -19.4638 -26.2670 -28.4563 -0.8 0.5 -0.2
C -22.7788 -25.4888 -32.7387 0.2 -0.9 0.7
C -23.7358 -24.3238 -32.6736 -1.2 0.1 -1.6
O -23.9460 -23.9934 -31.3196 0.1 -0.1 1.5
S -23.4363 -25.1666 -30.2994 1.7 0.2 -1.9
O -24.4451 -25.8115 -29.5438 0.2 0.8 -0.2
O -22.2320 -24.6184 -29.7278 -1.0 -0.4 0.5
O -22.9742 -26.1534 -31.4807 -0.5 -0.3 0.8
H -21.7187 -25.2367 -32.8195 -0.1 0.3 -0.1
H -23.0095 -26.2585 -33.4725 -0.1 0.4 -0.2
H -24.7447 -24.5304 -33.0510 0.3 -0.5 -0.3
H -23.3672 -23.4979 -33.2901 0.1 0.3 0.6
C -16.1343 -25.1160 -30.4604 0.2 -0.5 -0.9
C -14.7467 -25.2174 -31.0537 0.1 -0.1 0.4
O -14.1736 -23.9045 -30.9181 -0.8 1.0 0.1
S -15.3688 -22.7615 -30.8996 0.0 -0.7 -0.4
O -15.4452 -22.0320 -32.1335 0.3 -0.9 1.0
O -15.3307 -22.0364 -29.6702 0.3 -0.3 -0.3
O -16.5720 -23.8288 -30.8335 0.0 1.2 -0.4
H -16.1627 -25.2377 -29.3780 -0.1 -0.1 0.0
H -16.7329 -25.8276 -31.0314 -0.4 0.0 0.6
H -14.7639 -25.5013 -32.1035 0.0 0.1 -0.1
H -14.2040 -25.9636 -30.4744 0.5 0.3 -0.1